Entry 1:
Formula: C8H8N2O
Source: the Open Molecules 2025 dataset
Level of theory: wB97M-V/def2-TZVPD

Structure (XYZ):
```
19
Properties=species:S:1:pos:R:3:mulliken_charge:R:1
O 1.79 -1.61 0.05 -0.70
N 1.99 -0.36 -0.04 0.39
N 4.00 1.02 0.00 -0.47
C -3.19 -0.28 0.12 -0.42
C -2.70 1.02 0.12 -0.53
C 0.95 0.50 -0.20 -0.61
C -0.96 -1.13 -0.17 -0.39
C 3.56 -0.13 0.11 -0.05
C -2.31 -1.35 -0.04 -0.47
C -1.34 1.24 -0.02 -0.51
C -0.44 0.17 -0.15 0.84
H -0.28 -1.96 -0.27 0.44
H 1.25 1.54 -0.27 0.39
H -2.70 -2.36 -0.05 0.37
H -3.37 1.85 0.24 0.37
H 3.96 -1.12 0.27 0.39
H -0.97 2.26 -0.01 0.31
H 5.00 1.16 0.08 0.27
H -4.25 -0.46 0.23 0.37
```

Values from the calculation:
Orbital gap (alpha / beta): 7.84 / 7.83 eV
ΔE to the lowest compared entry with this formula, charge and spin: 88.28 kcal/mol
Charge: 0
LUMO energy (alpha / beta): -0.10 / -0.10 eV
SMILES: [H]/N=C/[N+]([O-])=C/c1ccccc1

=====

Entry 2:
Formula: C11H30BN11O7P
Source: the Open Molecules 2025 dataset
Level of theory: wB97M-V/def2-TZVPD

Structure (XYZ):
```
61
Properties=species:S:1:pos:R:3:mulliken_charge:R:1
P -3.13 2.26 -0.28 -0.32
O -2.92 2.30 5.55 -0.71
O 3.46 -3.64 -2.38 -0.65
O -3.56 0.73 -1.02 -0.54
O 1.72 4.26 -1.15 -0.58
O -3.19 -2.03 5.11 -0.63
O 0.88 -0.65 -6.61 -0.67
O -3.64 2.04 1.38 -0.43
N -1.87 0.49 6.41 -0.35
N -2.42 0.56 4.19 -0.17
N -0.28 -1.12 1.41 -0.54
N 2.86 4.71 -3.05 -0.43
N -5.11 -1.57 4.02 -0.35
N 1.02 -2.32 -5.09 -0.37
N -4.50 -3.74 4.39 -0.43
N 4.43 -2.36 -0.79 -0.37
N 5.67 -3.20 -2.51 -0.41
N 3.09 2.69 -2.01 -0.36
N 2.91 -1.28 -5.83 -0.37
C -2.44 1.19 5.39 0.52
C 0.24 0.30 -1.37 -0.54
C -0.54 0.90 -0.15 0.38
C 0.40 -1.71 0.32 -0.43
C -0.64 3.46 0.81 -0.92
C 0.75 -1.15 -1.06 -0.40
C 1.55 -1.37 -5.89 0.66
C 2.50 3.91 -2.01 0.63
C 4.46 -3.10 -1.92 0.68
C -4.20 -2.42 4.54 0.63
C -0.76 0.19 1.19 -0.32
B -1.19 2.41 -0.33 0.84
H -0.91 2.80 -1.42 -0.29
H -5.95 -1.86 3.55 0.16
H -1.32 0.73 2.02 0.33
H 3.50 4.44 -3.77 0.14
H 5.73 -3.75 -3.36 0.22
H -3.84 -4.40 4.76 0.22
H 0.01 -2.41 -5.10 0.19
H 1.33 -1.75 -1.86 0.36
H 6.51 -2.77 -2.16 0.15
H -3.99 0.89 -1.89 0.26
H 3.54 -2.26 -0.32 0.22
H -4.93 -0.58 4.11 0.22
H 0.76 -2.79 0.50 0.28
H -2.03 -0.35 4.05 0.20
H 2.44 5.63 -3.08 0.22
H -4.11 1.17 1.42 0.23
H 5.24 -1.91 -0.40 0.16
H -1.41 3.60 1.64 0.28
H -0.37 4.45 0.30 0.14
H -1.46 -0.43 6.29 0.20
H 3.35 -0.59 -6.42 0.20
H 3.48 -1.87 -5.25 0.17
H 0.42 0.85 -2.35 0.42
H 2.86 2.06 -1.26 0.21
H 3.74 2.38 -2.71 0.15
H -1.85 0.92 7.31 0.23
H -2.84 1.05 3.41 0.15
H 1.56 -2.92 -4.49 0.19
H -5.32 -4.07 3.93 0.15
H 0.32 3.04 1.28 0.20
```

Values from the calculation:
Orbital gap: 5.06 eV
Charge: -1
LUMO energy: 1.87 eV

=====

Entry 3:
Formula: C47H55NO2S4ScSe
Source: the Open Molecules 2025 dataset
Level of theory: wB97M-V/def2-TZVPD

Structure (XYZ):
```
111
Properties=species:S:1:pos:R:3:mulliken_charge:R:1
Se -0.08 0.87 -2.21 0.24
Sc -0.64 1.94 0.47 -1.43
S -1.61 4.17 -0.48 -0.34
S 0.38 4.06 1.94 -0.49
S -1.06 1.52 3.27 -0.08
S -3.17 1.45 -1.49 -0.09
O 1.30 1.48 0.34 0.09
O -1.21 0.02 0.51 2.09
N -3.35 1.95 1.66 0.85
C -0.77 -0.84 -1.65 -0.16
C 1.02 3.32 3.38 0.81
C -1.12 -4.38 -3.08 1.85
C -1.44 -3.35 -0.79 -0.07
C 5.18 -2.65 -2.48 -1.53
C 3.84 -0.55 -2.25 -0.66
C -0.42 -2.23 2.42 -1.35
C -4.66 3.26 3.16 -1.14
C -2.21 2.89 3.57 -0.98
C -1.12 -3.17 -2.14 -0.50
C 3.45 0.50 -0.05 -1.19
C -3.16 4.19 -1.29 0.63
C 0.40 2.22 4.00 0.30
C 3.97 2.45 1.41 -1.43
C 3.97 0.92 1.32 2.92
C 2.56 -0.19 -2.63 0.02
C 0.90 1.65 5.17 -0.61
C 3.09 0.31 2.43 -1.48
C -5.00 5.56 -2.11 -0.53
C -2.53 -5.00 -3.12 -1.70
C -2.02 -4.05 1.91 -2.61
C 4.19 -1.63 -4.51 -2.09
C 4.81 -1.32 -3.15 1.98
C -5.78 3.06 2.38 -0.65
C -5.68 2.25 1.26 -0.85
C -1.14 -1.00 -0.31 0.31
C -0.74 -3.99 -4.51 -1.91
C -3.87 3.06 -1.73 -0.01
C -1.44 -2.32 0.14 -1.03
C -0.12 -5.43 -2.58 -1.53
C -2.87 -1.74 2.15 -1.60
C -5.11 3.19 -2.35 -0.44
C 6.08 -0.49 -3.38 -1.70
C 1.73 0.48 -1.74 -0.46
C 4.25 -0.18 -0.96 -0.04
C 2.13 0.85 -0.45 1.01
C 2.17 3.82 4.02 -0.86
C 5.40 0.44 1.57 -2.56
C -3.46 2.69 2.77 0.51
C -4.44 1.70 0.94 0.46
C -3.76 5.44 -1.51 -0.79
C -4.30 0.79 -0.24 -0.36
C 2.04 2.16 5.76 -0.73
C -5.69 4.43 -2.54 -0.76
C -0.77 -1.90 -2.55 -0.16
C -1.69 -2.58 1.63 2.72
C 2.67 3.26 5.17 -0.48
H 5.71 0.75 2.57 0.49
H -3.79 -2.01 1.61 0.26
H -4.70 3.87 4.06 0.52
H 0.27 -3.58 -4.55 0.17
H -3.23 6.33 -1.17 0.47
H 2.66 4.67 3.56 0.42
H 4.34 2.77 2.39 0.44
H -5.43 6.55 -2.26 0.35
H -1.43 -3.25 -4.92 0.38
H 5.88 -3.21 -3.12 0.47
H -5.28 0.59 -0.68 0.74
H -2.44 2.94 4.64 0.56
H -6.54 2.05 0.63 0.47
H -2.55 -5.87 -3.78 0.46
H 6.59 -0.27 -2.44 0.29
H -5.61 2.29 -2.69 0.42
H -1.20 -4.71 1.61 0.40
H -2.93 -4.37 1.40 0.43
H -0.59 -2.38 3.49 0.44
H -3.85 -0.16 0.06 -0.51
H -0.48 -1.70 -3.57 0.49
H -1.67 -4.35 -0.45 0.42
H -3.26 -4.27 -3.48 0.34
H 5.25 -0.45 -0.65 0.46
H -2.84 -5.32 -2.12 0.29
H 6.10 0.87 0.86 0.39
H 0.39 0.80 5.59 0.41
H 3.29 -2.25 -4.41 0.26
H 2.44 1.71 6.66 0.36
H 3.43 0.65 3.41 0.45
H 0.89 -5.01 -2.56 0.27
H -2.68 -0.68 2.03 0.07
H 4.91 -2.17 -5.13 0.45
H -0.77 -4.88 -5.15 0.45
H 5.66 -2.49 -1.51 0.30
H -0.11 -6.30 -3.25 0.47
H -2.17 -4.18 2.99 0.47
H 3.91 -0.71 -5.04 0.39
H 2.05 0.61 2.31 0.02
H 3.56 3.68 5.63 0.36
H -6.73 3.50 2.65 0.40
H -0.13 -1.20 2.26 -0.08
H 4.29 -3.26 -2.32 0.27
H 4.62 2.87 0.64 0.37
H -6.65 4.51 -3.02 0.37
H 5.84 0.46 -3.86 0.35
H 0.41 -2.88 2.11 0.34
H 3.14 -0.78 2.40 0.32
H 6.78 -1.04 -4.02 0.48
H 2.97 2.86 1.28 -0.01
H -1.70 3.80 3.25 0.37
H 2.18 -0.44 -3.61 0.38
H -3.03 -1.95 3.21 0.53
H 5.48 -0.65 1.52 0.41
H -0.36 -5.77 -1.58 0.30
```

Values from the calculation:
Orbital gap: 6.71 eV
ΔE to the lowest compared entry with this formula, charge and spin: 0.00 kcal/mol
Charge: -1
LUMO energy: 2.30 eV

=====

Among the records above, which one has the highest charge? C8H8N2O